Molecular formula: C38H95IN3O25P6
Method: DFT, ωB97M-V/def2-TZVPD

Calculated values
Total energy = -5895.395368 hartree
Orbital gap = 7.2 eV
Total charge = +1
Strongest force on any atom = 9.27 eV/A

```
168
Properties=species:S:1:pos:R:3:forces:R:3:mulliken_charge:R:1
C 0.429442 -5.129592 4.587264 0.534 0.085 1.244 -1.02
C 0.029309 -5.302463 3.358232 -0.259 -0.704 -1.317 0.11
N -0.520737 -4.247277 2.536232 -0.011 -0.122 -0.047 0.68
C -1.977099 -4.415772 2.207401 -0.439 -0.192 0.262 -0.08
C -2.769130 -5.237287 3.266051 -0.946 1.105 -0.874 -0.38
C -4.275100 -4.835354 3.101364 0.035 -0.928 0.065 -0.12
C -5.160676 -5.202391 4.342123 0.191 0.658 -0.388 -0.94
O -4.479033 -6.010293 5.307138 -0.185 0.433 -0.058 -0.43
C 0.239430 -3.992878 1.389036 -0.717 -0.733 0.325 -0.65
N 0.597344 -4.981035 0.557020 1.560 0.167 1.597 0.37
C 1.972897 -4.897546 -0.000882 0.076 0.204 -2.085 -1.04
C 1.888882 -4.438365 -1.520205 -0.234 -0.285 1.014 -0.76
C 0.537566 -4.767423 -2.176244 -0.394 0.090 -0.747 0.08
C 0.478318 -4.370560 -3.685621 1.043 -0.930 0.349 -0.91
C -0.621982 -5.114902 -4.477220 -0.521 0.928 0.094 -1.00
C -2.010740 -5.217362 -3.757135 -0.053 -0.287 -1.277 0.66
C -2.602591 -6.636588 -3.997255 -0.859 0.271 0.254 -0.90
C -3.707347 -7.073680 -2.988318 0.694 -1.202 -0.051 -0.99
C -3.389486 -6.777411 -1.489997 -0.711 1.290 -0.602 -0.14
C -4.134168 -5.446847 -1.073616 0.319 -0.789 0.171 -0.56
N 0.538378 -2.753650 1.123744 0.127 0.746 0.493 0.52
C 0.142814 -1.619705 1.958290 -0.127 1.451 -1.509 -1.11
I 1.698340 -0.991927 3.319636 -0.387 -0.406 -0.061 0.17
C -0.158802 -0.420870 0.975060 -1.210 -0.542 1.075 -0.14
C -1.260017 0.475395 1.644304 0.292 0.326 -0.309 -1.23
H 0.508897 -4.153309 5.074382 -0.261 -0.311 -0.176 0.26
H 0.707811 -6.021033 5.159267 0.131 0.472 -0.168 0.26
H 0.075233 -6.315352 2.919241 -0.253 0.375 0.216 0.14
H -2.040069 -4.899554 1.211193 -0.309 0.202 0.410 0.16
H -2.474667 -3.428404 2.155945 0.588 -0.268 -0.172 0.00
H -2.704128 -6.306889 3.023108 0.290 0.266 0.629 0.17
H -2.481952 -4.987871 4.294465 0.289 -0.350 -0.399 0.44
H -4.653785 -5.385845 2.221540 0.031 0.378 0.295 -0.30
H -4.416139 -3.761044 2.896749 0.261 -0.364 0.053 0.45
H -6.067503 -5.711062 3.968201 0.280 0.187 0.441 0.30
H -5.434084 -4.247004 4.826998 -0.205 -0.496 -0.243 0.51
H -4.575283 -5.550798 6.149886 0.085 -0.359 -0.097 0.28
H 0.362620 -5.897423 0.918583 -0.091 0.105 -0.142 0.31
H 2.481472 -5.870348 0.088371 -0.545 0.253 -0.018 0.54
H 2.614547 -4.168304 0.521121 -0.539 -0.332 0.255 0.34
H 2.718129 -4.955220 -2.032389 -0.312 0.583 -0.066 0.44
H 2.031154 -3.339559 -1.522574 0.221 -0.471 -0.390 0.17
H -0.310056 -4.241041 -1.696330 0.561 -0.224 0.168 0.16
H 0.309035 -5.847273 -2.089512 0.182 0.335 0.019 0.24
H 1.450691 -4.694865 -4.113100 -0.412 0.358 0.016 0.35
H 0.456473 -3.272203 -3.772598 -0.275 -0.367 -0.068 0.39
H -0.295261 -6.121556 -4.784326 0.097 0.349 0.370 0.46
H -0.784406 -4.559245 -5.420362 0.187 -0.336 0.331 0.34
H -2.005646 -4.902677 -2.705442 0.227 -0.365 -0.304 -0.70
H -2.688042 -4.515740 -4.282669 0.214 -0.157 0.517 0.43
H -3.080531 -6.615066 -4.995868 0.363 -0.163 0.338 0.31
H -1.832975 -7.425841 -4.052189 -0.066 0.470 0.256 0.44
H -3.787893 -8.176928 -3.079899 -0.037 0.500 -0.124 0.27
H -4.694584 -6.698128 -3.309121 0.417 0.110 0.426 0.45
H -3.691828 -7.614078 -0.839033 0.019 0.352 -0.319 0.52
H -2.305116 -6.610741 -1.348607 -0.335 -0.310 -0.099 -0.02
H -4.490187 -5.569931 -0.037865 0.093 0.480 -0.325 -0.21
H -3.474167 -4.568265 -1.172245 -0.266 -0.290 0.236 0.21
H -4.999439 -5.261550 -1.730687 0.267 -0.152 0.390 0.46
H 1.073307 -2.512475 0.292861 -0.170 -0.201 0.106 0.20
H -0.804565 -1.787157 2.479346 0.715 -0.516 0.136 0.38
H -0.647718 -0.874524 0.091566 0.603 0.279 0.121 0.32
H 0.743355 0.145870 0.714899 -0.285 -0.292 -0.058 0.34
H -0.960283 1.534630 1.621784 -0.280 -0.377 0.010 0.29
H -1.461226 0.212404 2.695623 0.291 0.070 -0.313 0.35
H -2.216195 0.364052 1.105743 0.434 0.156 0.184 0.34
C 3.640020 1.713011 -1.733995 0.112 -0.145 -0.054 -0.70
O 3.099639 2.464694 -2.828699 -0.375 0.690 3.477 -0.30
P 1.649757 3.297194 -2.494250 -3.052 1.159 -7.745 0.99
O 0.768486 2.439859 -3.365059 0.406 -0.302 1.382 -0.65
O 2.164752 4.632870 -3.250779 -0.240 -0.020 0.698 -0.29
C 2.762523 4.540957 -4.545963 0.565 -0.042 -0.227 -0.64
O 0.484170 4.181233 -1.694428 2.672 -0.849 2.641 -0.33
C -0.660975 4.581183 -2.437629 -0.512 -0.115 -0.434 -0.42
H 4.548146 1.214886 -2.066753 -0.049 0.053 -0.083 0.25
H 3.883657 2.378024 -0.902961 0.139 -0.142 0.054 0.36
H 2.915835 0.960394 -1.406161 0.080 -0.058 0.034 0.24
H 2.323398 3.736676 -5.137166 -0.033 -0.035 0.132 0.35
H 3.835328 4.384996 -4.444070 -0.013 -0.061 -0.095 0.29
H 2.601815 5.484743 -5.063135 -0.096 0.022 0.162 0.24
H -1.344267 3.742698 -2.561410 0.112 -0.029 -0.123 0.25
H -0.379060 4.986436 -3.409190 0.068 -0.104 0.028 0.27
H -1.165079 5.357803 -1.861400 0.243 -0.034 0.170 0.11
C -1.367516 -3.925604 9.933894 -0.071 -0.205 0.145 -0.77
O -0.154229 -3.264949 10.332248 -2.022 0.815 -2.915 -0.29
P 0.763682 -2.570156 9.078577 7.313 0.343 3.701 1.05
O 1.912987 -3.537932 9.161989 -1.201 -0.091 -0.724 -0.62
O 1.009667 -1.212607 9.932344 -0.228 0.054 -0.626 -0.31
C 1.424834 -1.289706 11.294338 -0.255 -0.032 0.465 -0.64
O 1.175277 -1.768900 7.671533 -3.692 -0.440 -0.208 -0.38
C 2.557807 -1.509694 7.466086 0.647 -0.226 -0.012 -0.50
H -1.842706 -4.333539 10.822955 0.097 0.040 0.023 0.25
H -2.050580 -3.216710 9.461740 -0.110 -0.076 0.073 0.34
H -1.143435 -4.742158 9.242671 -0.042 -0.033 0.041 0.33
H 2.071645 -2.151104 11.467435 -0.072 -0.041 -0.103 0.34
H 0.552734 -1.342094 11.944837 0.051 -0.076 0.045 0.25
H 1.975940 -0.380494 11.529377 -0.037 0.032 -0.207 0.25
H 3.068460 -2.414891 7.140267 0.001 -0.029 0.185 0.23
H 3.025774 -1.116768 8.368138 -0.064 -0.087 0.016 0.29
H 2.640992 -0.763928 6.673798 -0.338 0.035 0.056 0.16
C 5.255685 8.564837 -6.908938 -0.019 0.047 0.246 -0.61
O 5.599085 7.285650 -7.479953 -1.687 2.745 -1.665 -0.28
P 4.613045 6.755560 -8.760629 1.643 -8.017 0.241 1.01
O 3.964774 5.622102 -8.010232 -0.377 1.265 0.029 -0.60
O 5.917784 6.288133 -9.613611 -0.316 0.248 -0.301 -0.30
C 6.942753 5.523538 -8.990270 0.396 0.182 0.218 -0.57
O 3.707894 6.725313 -10.159285 0.488 3.653 0.870 -0.44
C 3.329880 5.448189 -10.654092 -0.272 -0.606 0.082 -0.48
H 5.945964 8.779668 -6.097042 0.025 -0.083 -0.063 0.28
H 5.336165 9.347560 -7.662780 0.055 0.120 0.167 0.09
H 4.236938 8.534592 -6.515607 0.036 0.074 0.052 0.35
H 6.536482 4.852906 -8.231078 -0.081 0.089 0.007 0.29
H 7.681306 6.188263 -8.542980 0.003 -0.072 0.091 0.23
H 7.434795 4.929834 -9.759779 -0.143 0.081 -0.112 0.25
H 2.501513 5.046501 -10.072940 0.128 -0.037 0.092 0.21
H 4.171310 4.755165 -10.642963 -0.010 0.062 0.095 0.26
H 2.998121 5.586120 -11.683439 0.102 0.279 0.055 0.23
C -4.526830 -8.900077 4.130466 -0.241 -0.002 -0.210 -0.65
O -4.817680 -9.768776 5.236577 3.039 0.091 -1.910 -0.32
P -4.052059 -11.290861 5.204004 -4.923 -4.434 4.803 1.06
O -5.297598 -12.096248 4.957401 0.824 0.697 -0.825 -0.64
O -3.662658 -11.188557 6.779626 0.468 -0.079 -0.381 -0.29
C -4.645267 -10.797551 7.732339 -0.136 0.430 0.163 -0.61
O -2.895550 -12.469521 4.983168 1.354 3.240 -1.544 -0.46
C -3.203940 -13.772970 5.464483 -0.414 -0.577 0.064 -0.50
H -5.081137 -7.977372 4.262677 -0.002 -0.083 0.132 -0.02
H -3.458926 -8.670466 4.101940 -0.050 0.177 -0.054 0.41
H -4.832002 -9.371626 3.191578 0.024 0.013 -0.006 0.42
H -5.638581 -11.150986 7.451251 0.053 0.013 -0.110 0.34
H -4.651316 -9.712337 7.834448 -0.112 -0.004 -0.008 0.21
H -4.374016 -11.232782 8.693233 0.142 -0.085 -0.117 0.26
H -3.890071 -14.274854 4.784933 -0.103 0.105 0.087 0.23
H -3.626462 -13.733680 6.468314 -0.044 0.083 -0.075 0.26
H -2.270384 -14.335106 5.494681 0.111 0.277 -0.071 0.24
C 3.100963 14.444426 -4.631934 0.073 -0.010 0.263 -0.75
O 4.321571 14.387197 -5.390484 -3.738 0.304 -0.937 -0.25
P 4.217264 13.639682 -6.926536 9.053 -1.943 -0.517 1.00
O 5.074880 12.469542 -6.497861 -1.278 -0.258 0.669 -0.59
O 5.111155 14.844756 -7.562311 -0.592 -0.003 -0.548 -0.30
C 6.249295 15.341053 -6.865840 0.011 0.444 0.334 -0.59
O 3.949903 13.049091 -8.471156 -3.167 1.402 0.271 -0.47
C 5.055658 12.367856 -9.081370 0.162 -0.232 0.016 0.06
H 3.311817 14.925951 -3.679587 0.087 -0.013 -0.050 0.23
H 2.348139 15.028437 -5.163747 -0.048 0.048 0.152 0.34
H 2.724215 13.435458 -4.445974 -0.018 0.033 0.055 0.33
H 6.750725 14.551043 -6.304345 -0.132 -0.054 0.007 0.32
H 5.951801 16.144442 -6.193053 0.099 -0.046 0.073 0.24
H 6.942186 15.746947 -7.601927 -0.163 -0.073 -0.152 0.26
H 5.154874 11.366944 -8.667798 0.057 0.117 0.112 -0.28
H 5.985407 12.921939 -8.955650 -0.086 0.014 0.141 0.26
H 4.842701 12.281515 -10.147384 -0.320 0.224 0.079 0.29
C -4.586044 7.037610 4.750068 -0.103 0.179 0.187 -0.77
O -4.119291 7.486772 3.465455 0.332 -3.379 1.293 -0.28
P -2.762841 6.671132 2.839533 2.814 5.648 -5.133 0.98
O -1.802566 7.820171 2.974485 -0.398 -0.958 0.851 -0.64
O -3.434042 6.574263 1.361319 0.201 -0.557 0.217 -0.24
C -4.029730 7.726289 0.772692 -0.462 0.187 0.036 -0.66
O -1.694690 5.452102 2.443034 -2.529 -1.567 2.295 -0.39
C -0.615137 5.801970 1.585641 0.554 0.394 -0.166 -0.35
H -5.439534 7.647888 5.036352 0.047 0.038 -0.095 0.23
H -4.899664 5.993357 4.698383 -0.104 0.044 0.100 0.34
H -3.798643 7.151743 5.498759 -0.054 0.015 0.029 0.35
H -3.506763 8.639238 1.061734 0.022 -0.074 0.100 0.35
H -5.078151 7.790291 1.062205 0.019 0.107 0.017 0.25
H -3.977298 7.616307 -0.309804 0.101 -0.165 0.054 0.24
H 0.152081 6.337399 2.142283 -0.127 0.144 -0.033 0.27
H -0.958552 6.401291 0.742603 -0.029 0.038 0.098 0.20
H -0.180992 4.876436 1.205074 -0.271 -0.123 0.109 0.12
```
Forces are in eV/Å.